This record from the OMol25 dataset describes a 2-piece molecular cluster, C4H8O3 overall. The level of theory is ωB97M-V/def2-TZVPD.

The HOMO energy (alpha / beta) comes out at -9.309 / -9.312 eV. The calculation puts the relative energy (zero: lowest compared OMol25 entry of this formula, charge and spin) at 512.0 kJ/mol. The LUMO energy (alpha / beta) is -0.909 / -0.908 eV. The total charge is 0. Its total energy is -10415.6971 eV.

Geometry (Å):
C (-2.327, 0.668, -0.650)
O (-1.198, 0.218, 0.104)
C (-0.380, -0.968, 1.442)
C (0.653, -0.845, 0.395)
O (0.450, -1.258, -0.716)
O (1.695, -0.068, 0.739)
C (2.372, 0.451, -0.414)
H (-2.849, -0.057, -1.308)
H (-1.896, 1.423, -1.349)
H (-3.078, 1.201, -0.061)
H (-0.068, -0.657, 2.463)
H (-0.974, -1.872, 1.435)
H (2.671, -0.355, -1.088)
H (1.690, 1.121, -0.947)
H (3.238, 0.998, -0.047)